Entry 1:
Below is the ion C4H6N with charge +1, with properties calculated with the ωB97M-V functional and the def2-TZVPD basis.

Geometry as XYZ:
```
11
C4H6N, DFT the ωB97M-V functional and the def2-TZVPD basis
C -1.04764 -0.34292 0.73803
C -1.05295 0.82742 -0.12707
C -1.02143 -0.48529 -0.74459
C 0.15002 -0.01538 0.03384
N 1.58817 -0.02889 -0.04017
H -1.44983 -0.78581 1.61847
H -1.32557 1.89716 -0.01096
H -1.48811 -1.29882 -1.35991
H 1.93836 -0.97455 0.29013
H 1.93875 0.71973 0.56922
H 1.77024 0.48734 -0.96701
```

The SMILES is [NH3+][C@]12[C@@H]3[C@H]1[C@@H]32. The multiplicity is 1. The HOMO energy comes out at -13.7858 eV. The value obtained for the frontier orbital gap is 9.58 eV. Its charge is +1. The calculation puts the relative energy (zero: lowest compared OMol25 entry of this formula, charge and spin) at 4.259 eV.

---

Entry 2:
Below is a cluster of 10 separate species, C40H42F9IO31 in total, with properties calculated with the ωB97M-V functional and the def2-TZVPD basis.

Geometry as XYZ:
```
123
C40H42F9IO31, DFT the ωB97M-V functional and the def2-TZVPD basis
C 2.34056 -2.07104 5.22254
C 1.40011 -3.07469 5.87409
O 1.75403 -3.67684 6.84631
O 0.17206 -3.32451 5.36779
C -0.22218 -2.49750 4.26314
C -1.65480 -2.82480 3.83660
C -1.95201 -2.18084 2.49305
C -3.05941 -2.53526 1.82882
C -3.36594 -1.91776 0.48684
O -4.48417 -1.79739 0.06847
C -2.17330 -1.48411 -0.31347
C -1.05753 -1.12362 0.32789
C 0.22596 -0.68839 -0.33497
C 1.18157 -1.86773 -0.62932
C 2.45167 -1.30089 -1.30165
I 0.29303 -3.26675 -2.03405
C -1.09277 -1.13156 1.84687
O -0.47503 -0.28700 2.44627
H 2.48538 -2.36248 4.17825
H 1.88320 -1.07940 5.18243
H 3.28326 -2.02053 5.75119
H -0.19247 -1.44787 4.55330
H 0.43787 -2.69700 3.41471
H -2.37736 -2.48273 4.57906
H -1.77520 -3.91021 3.79151
H -3.76421 -3.27138 2.19571
H -2.19032 -1.44686 -1.39574
H 0.76770 -0.04287 0.36522
H 0.04734 -0.08923 -1.22739
H 1.40051 -2.36423 0.31582
H 2.98609 -0.61359 -0.65041
H 3.06161 -2.16015 -1.58962
H 2.12817 -0.83508 -2.22326
C -2.87382 0.33668 6.93090
C -3.79311 -0.02385 8.06752
O -4.71821 -0.90976 7.44124
C -4.05979 -1.50940 6.41708
O -4.44317 -2.48060 5.84854
O -2.91091 -0.85931 6.12747
F -4.46210 1.05308 8.53892
H -3.25378 1.17253 6.34777
H -1.86233 0.56275 7.25484
H -3.30877 -0.53807 8.89934
C 0.95536 3.08974 -4.87624
C -0.01240 2.43391 -3.92471
O 0.76838 1.38850 -3.36363
C 2.06844 1.80283 -3.39898
O 2.94882 1.29387 -2.78881
O 2.20985 2.86907 -4.21590
F -1.07474 1.89337 -4.57225
H 0.96508 2.60165 -5.84676
H 0.76674 4.14912 -5.01442
H -0.37389 3.08305 -3.12459
C 4.37746 2.31577 -9.12895
C 3.06292 1.58948 -8.99446
O 2.55364 2.10339 -7.77640
C 3.06367 3.36190 -7.62956
O 2.65193 4.16448 -6.86317
O 4.09550 3.56158 -8.48096
F 3.23410 0.24760 -8.87323
H 5.18068 1.80224 -8.59849
H 4.67460 2.47204 -10.16282
H 2.35128 1.78944 -9.79767
C 2.45459 -2.82731 -10.30550
C 1.43532 -3.65541 -11.04560
O 1.68708 -3.30765 -12.39836
C 3.00064 -2.96526 -12.48368
O 3.60700 -2.86749 -13.49767
O 3.52569 -2.75627 -11.25346
F 0.16762 -3.30254 -10.72457
H 2.08977 -1.82146 -10.09427
H 2.78395 -3.28796 -9.37755
H 1.55014 -4.73367 -10.92121
C 2.42106 -4.42637 10.10186
C 1.00757 -4.94346 10.09027
O 0.47448 -4.40190 11.28967
C 1.15160 -3.24528 11.53962
O 0.80103 -2.41187 12.30409
O 2.27516 -3.17515 10.78378
F 0.96326 -6.29926 10.15682
H 3.09112 -5.07419 10.67021
H 2.82166 -4.28376 9.10142
H 0.41294 -4.60499 9.24047
C -1.82966 4.38859 5.12180
C -0.36042 4.29938 4.80391
O 0.17230 3.72404 5.98650
C -0.80979 2.96160 6.53658
O -0.62743 2.14256 7.37816
O -2.01085 3.25802 5.98977
F 0.19094 5.52845 4.62009
H -2.08119 5.29992 5.65767
H -2.46107 4.30945 4.23973
H -0.11414 3.66490 3.95066
C -2.72149 9.24789 4.72306
C -2.21624 7.82807 4.73549
O -2.51845 7.37918 3.42936
C -2.49817 8.47870 2.61503
O -2.45295 8.43862 1.43577
O -2.52694 9.61625 3.35404
F -2.89143 7.05205 5.63394
H -3.78310 9.30374 4.96947
H -2.16528 9.90427 5.38760
H -1.14446 7.73043 4.91359
C 6.22904 -2.90294 -15.07687
C 7.07459 -1.67369 -14.86672
O 8.35564 -2.10308 -15.29289
C 8.15887 -3.07612 -16.23074
O 8.99069 -3.47058 -16.97383
O 6.87798 -3.51884 -16.19758
F 7.13927 -1.31671 -13.55743
H 6.26556 -3.57399 -14.21854
H 5.19302 -2.67348 -15.30082
H 6.76885 -0.80808 -15.45765
C -7.29993 -0.68523 5.10597
C -8.63204 -1.34418 5.35503
O -9.03801 -0.75488 6.57887
C -8.46818 0.48340 6.63729
O -8.79421 1.34069 7.38421
O -7.48367 0.60047 5.71039
F -8.51256 -2.68353 5.52344
H -6.48898 -1.21174 5.60395
H -7.06688 -0.58910 4.04754
H -9.38578 -1.14607 4.59018
```

The SMILES is CC(=O)OCCC1=CC(=O)C=C(C[C@H](C)I)C1=O.O=C1OC[C@@H](F)O1.O=C1OC[C@@H](F)O1.O=C1OC[C@@H](F)O1.O=C1OC[C@@H](F)O1.O=C1OC[C@@H](F)O1.O=C1OC[C@@H](F)O1.O=C1OC[C@@H](F)O1.O=C1OC[C@@H](F)O1.O=C1OC[C@@H](F)O1. The multiplicity is 1. The HOMO energy comes out at -9.6351 eV. The value obtained for the frontier orbital gap is 8.40 eV. Its charge is 0.

---

Entry 3:
Below is a structure of composition C4H14FeO8, with properties calculated with the ωB97M-V functional and the def2-TZVPD basis.

Geometry as XYZ:
```
27
C4H14FeO8, DFT the ωB97M-V functional and the def2-TZVPD basis
Fe -0.01568 -0.05068 -0.97412
C -4.06997 -4.16854 0.14758
C -2.86285 -3.90749 1.10308
O -2.99820 -4.21877 2.28953
O -1.84413 -3.26758 0.68381
H -4.87657 -4.71095 0.64084
H -3.61352 -4.65465 -0.71466
H -4.55324 -3.23105 -0.12748
C 3.34182 3.39554 3.10858
C 2.20861 2.37863 3.39585
O 1.57927 1.85984 2.41335
O 2.01754 2.10399 4.60193
H 3.04657 4.42952 3.28695
H 3.74792 3.37189 2.09733
H 4.25494 3.19049 3.66740
O 1.83594 2.45970 -2.53331
H 2.68600 2.63687 -2.13053
H 1.85174 2.95252 -3.35373
O 3.44049 -1.26410 -0.87038
H 3.82105 -1.90038 -0.26493
H 4.18596 -0.93520 -1.37271
O -2.83442 2.09770 -0.95179
H -3.75166 2.35953 -1.03134
H -2.43869 2.77377 -0.40174
O -1.26958 -1.18859 -3.86649
H -2.16599 -1.26883 -4.19242
H -0.72333 -1.24310 -4.65062
```

As for the expectation value of S²: 6.015. The multiplicity is 5. The HOMO energy (alpha / beta) comes out at -5.9860 / -5.9815 eV. The value obtained for the frontier orbital gap (alpha / beta) is 3.88 / 2.06 eV. Its charge is 0. The calculation puts the relative energy (zero: lowest compared OMol25 entry of this formula, charge and spin) at 9.865 eV.

---

Entry 4:
Below is a structure of composition C17H17ClNiO3S, with properties calculated with the ωB97M-V functional and the def2-TZVPD basis.

Geometry as XYZ:
```
40
C17H17ClNiO3S, DFT the ωB97M-V functional and the def2-TZVPD basis
C 1.61048 -2.36395 0.04712
C 1.61418 -2.14824 -1.37135
C 0.23911 -2.09300 -1.80832
H 2.48532 -2.09203 -1.99703
C -0.58532 -2.38294 -0.68380
C 0.28133 -2.50603 0.45899
H -0.06942 -2.73717 1.46121
H 2.48630 -2.47884 0.64873
H -0.08934 -2.11661 -2.85880
H -1.62317 -2.61291 -0.68478
Ni 0.98732 0.29069 -2.36282
Cl 2.99383 0.37101 -1.60928
C 0.90920 1.68469 -3.64373
C -0.33770 1.00521 -3.96619
C -0.01052 -0.17642 -4.70862
H -1.32407 1.45868 -3.89318
C 1.39696 -0.27539 -4.82121
C 1.98941 0.83940 -4.17436
H 3.03377 1.13939 -4.23291
H 1.01607 2.69636 -3.29605
H -0.72430 -0.77892 -5.26313
H 1.93161 -0.97596 -5.44631
C -0.25924 1.11546 5.83471
C -0.62710 1.01469 4.39906
C -1.14181 -0.19590 3.93250
C -1.50212 -0.31824 2.59723
C -1.36594 0.76428 1.72132
C -0.82053 1.96769 2.20779
C -0.47451 2.10187 3.54480
S -1.85116 0.69796 -0.00938
O -2.34495 -0.64997 -0.09860
O -2.82305 1.78239 -0.14716
O -0.62611 0.98976 -0.75801
H -1.10566 0.92455 6.51185
H 0.53772 0.39597 6.08716
H 0.10631 2.11743 6.05254
H -1.20088 -1.05431 4.61186
H -1.94521 -1.23445 2.23594
H -0.72783 2.82741 1.53563
H -0.03903 3.00642 3.94659
```

As for the expectation value of S²: 2.019. The multiplicity is 3. The HOMO energy (alpha / beta) comes out at 0.3775 / 0.3934 eV. The value obtained for the frontier orbital gap (alpha / beta) is 4.39 / 4.37 eV. Its charge is -2.

---

no.,maximum force (eV/A),E (hartree)
1,2.595,-210.299542
2,1.666,-5078.449567
3,5.013,-2026.168810
4,4.235,-3250.356002